Computed, not measured: a structure of composition C55H73AsBBrN8O3S4Sc, with ωB97M-V/def2-TZVPD.

Element x y z (Å)
Br -1.979 2.357 -0.074
As -1.226 1.388 -3.569
Sc 0.355 -0.548 0.360
S 2.626 0.411 1.356
S -1.035 0.654 3.138
S 1.452 -0.545 -2.178
S 1.817 -3.027 0.240
O -2.175 -5.585 1.226
O -0.526 -1.798 1.515
O -0.128 0.840 1.928
N 3.734 -2.100 -1.920
N 3.529 2.199 -0.553
N 4.318 -2.019 0.569
N 3.628 -3.110 2.334
N 2.287 -2.913 -3.333
N -2.071 -0.770 -0.150
N -2.020 -2.144 -0.198
N 4.205 0.147 -0.855
C -2.616 2.695 -4.077
C 5.316 -1.961 1.513
C -1.839 -0.016 -4.798
C 2.934 3.446 0.023
C 1.205 2.985 -3.839
C -3.029 -2.401 2.852
C -5.227 5.386 -0.971
C -0.862 3.396 3.334
C 3.541 3.707 1.399
C -3.139 -0.206 -0.564
C 1.359 0.905 4.499
C 3.267 4.623 -0.893
C 0.053 0.441 4.518
C -4.354 -4.183 3.741
C 2.153 0.682 5.613
C 3.286 -2.725 1.077
C -2.318 4.124 -3.649
C -1.683 2.279 3.421
C -3.595 3.649 3.839
C 1.412 3.320 0.091
C -6.489 4.411 -2.766
C 1.272 -4.445 -4.978
C -1.359 -2.752 1.005
C -3.070 -0.723 -4.244
C -0.472 -0.246 5.603
C 3.356 -3.786 -3.280
C -3.720 -5.075 2.899
C 3.622 -4.144 4.569
C 0.331 -0.450 6.716
C 1.134 -3.098 -4.266
C -2.375 -3.278 1.990
C 4.289 2.173 -1.710
C 0.238 2.140 -4.656
C 4.893 -2.618 2.608
C -2.789 4.772 3.751
C 3.491 0.935 -0.048
C -3.359 1.231 -0.675
C -4.688 4.148 -0.662
C 2.523 -1.888 -2.468
C -3.041 2.386 3.665
C -6.116 5.525 -2.028
C -5.964 3.170 -2.448
C -5.039 3.023 -1.410
C -0.184 -3.123 -3.493
C 4.701 0.904 -1.888
C 1.616 -2.936 3.732
C -2.733 -4.628 2.024
C -1.426 4.648 3.497
C 1.639 0.014 6.717
C 2.781 -3.839 3.331
C 2.302 -5.165 2.746
C 1.215 -1.994 -5.318
C -4.010 -2.835 3.724
C -4.518 1.673 -1.181
C 4.246 -3.274 -2.413
B 4.522 -1.369 -0.812
H -0.806 5.532 3.430
H -2.841 -1.197 -3.286
H 0.194 3.282 3.124
H 4.524 -4.707 4.326
H 2.155 -2.077 -5.867
H 2.267 -0.155 7.582
H 1.672 -5.017 1.875
H 5.693 -1.482 -1.071
H 2.176 -4.506 -5.584
H -0.756 -3.580 0.599
H 0.422 -4.548 -5.650
H -0.208 2.715 -5.472
H -3.429 -1.501 -4.920
H -3.556 2.361 -3.638
H -2.750 -1.358 2.824
H 3.151 -5.789 2.463
H -2.173 4.199 -2.569
H 0.998 -3.450 4.470
H -3.142 4.789 -3.914
H 3.313 2.901 2.092
H 2.839 4.497 -1.888
H -6.262 2.298 -3.020
H 3.408 -4.678 -3.869
H -7.193 4.506 -3.582
H 4.624 3.812 1.327
H 4.341 4.790 -0.978
H -0.996 -3.321 -4.195
H 1.752 1.396 3.619
H -3.995 -0.816 -0.856
H -1.403 -5.241 0.765
H 0.991 3.163 -0.905
H 5.392 -2.789 3.541
H 1.166 -1.008 -4.864
H 0.703 3.830 -3.362
H -6.528 6.497 -2.267
H -3.897 -0.027 -4.083
H -2.041 0.435 -5.773
H 1.731 -5.694 3.510
H -3.662 1.500 3.701
H -0.060 -0.983 7.572
H 1.106 2.510 0.747
H 1.989 -2.011 4.180
H 1.246 -5.281 -4.278
H -1.420 4.510 -4.136
H -0.386 -2.187 -2.981
H -4.952 6.250 -0.381
H 0.397 -2.103 -6.030
H 3.178 1.027 5.615
H 0.767 1.296 -5.103
H -1.024 -0.722 -4.921
H -3.968 -6.127 2.902
H -1.484 -0.630 5.575
H 3.896 -3.241 5.115
H -2.914 -2.576 -0.418
H 0.995 -2.687 2.874
H -0.164 -3.926 -2.754
H 2.829 5.519 -0.455
H 1.005 4.254 0.487
H 4.467 3.042 -2.309
H 6.241 -1.448 1.322
H 3.134 4.639 1.795
H -4.014 4.061 0.177
H -5.179 0.883 -1.530
H 2.004 3.389 -4.466
H -2.728 2.632 -5.163
H -4.655 3.752 4.030
H -5.120 -4.541 4.417
H -3.222 5.755 3.881
H 1.670 2.379 -3.057
H 5.205 -3.642 -2.096
H 5.300 0.468 -2.668
H 3.019 -4.760 5.236
H -4.507 -2.136 4.383

Results
energy relative to the best compared isomer or geometry (same formula, charge and spin)	40.36	kJ/mol
HOMO energy	-9.6	eV
charge	+1
calculated total energy	-9991.5843	Eh
HOMO-LUMO gap	7.330	eV
M	1233.1	g mol⁻¹

***

Computed, not measured: the molecule C2H4N2O in a non-equilibrium geometry, with ωB97M-V/def2-TZVPD.

Element x y z (Å)
O 0.613 -0.544 0.394
N 0.521 1.708 1.413
N -0.497 1.595 0.797
C 0.610 0.838 0.346
C -0.406 -1.077 -0.472
H 0.012 -2.006 -0.875
H 0.955 1.256 -0.617
H -1.154 -1.493 0.149
H -0.655 -0.278 -1.135

Results
energy relative to the best compared isomer or geometry (same formula, charge and spin)	191.22	kJ/mol
HOMO energy (alpha / beta)	-7.0 / -11.1	eV
charge	0
calculated total energy	-263.1216	Eh
expectation value of S²	2.01
HOMO-LUMO gap (alpha / beta)	8.003 / 8.618	eV
M	72.1	g mol⁻¹
multiplicity	3

***

Computed, not measured: a structure of composition C33H25N7OsSe2 in a non-equilibrium geometry, with ωB97M-V/def2-TZVPD.

Element x y z (Å)
Os -0.086 0.438 1.104
Se -0.062 -0.035 4.786
Se -0.939 1.522 3.270
N 0.701 -0.903 -0.394
N -1.873 -0.475 1.712
N 1.347 1.886 0.544
N 1.459 -0.354 2.386
N 1.012 1.032 -1.584
N 1.354 -0.281 -1.437
N -1.438 1.505 -0.308
C -2.692 -1.367 1.139
C -3.630 2.515 -0.563
C 1.455 -0.478 3.735
C 0.503 -3.006 -1.675
C 2.777 4.052 -0.436
C 1.855 2.810 1.381
C -0.038 0.979 -3.710
C 2.538 -0.962 4.456
C -2.336 0.251 2.756
C 0.015 -4.292 0.764
C 0.281 -4.358 -1.649
C 2.623 -0.694 1.769
C 0.217 -2.936 0.756
C -2.307 1.752 -3.944
C -1.355 1.518 -1.699
C 0.498 -2.252 -0.462
C 3.732 -1.178 2.414
C -1.167 1.281 -4.525
C -3.587 0.111 3.297
C -2.431 1.886 -2.530
C -2.549 2.039 0.192
C 2.574 3.898 0.927
C 1.587 2.023 -0.773
C 2.279 3.087 -1.306
C -3.970 -1.585 1.627
C -4.422 -0.850 2.717
C 3.694 -1.335 3.796
C 2.216 -0.216 -3.664
C 1.205 0.504 -4.272
C 2.147 -0.791 -2.381
C -3.601 2.399 -1.923
C -0.150 1.175 -2.343
C 0.059 -5.018 -0.434
H 2.963 4.614 1.638
H 3.030 -0.558 -4.290
H -0.095 -6.090 -0.423
H -2.303 -1.910 0.288
H 2.426 3.157 -2.375
H 2.681 -1.704 -2.140
H -0.164 -4.809 1.697
H 4.549 -1.707 4.345
H 1.675 2.660 2.437
H 3.331 4.900 -0.819
H 2.665 -0.552 0.701
H 4.618 -1.418 1.842
H -5.419 -1.006 3.108
H -4.605 -2.322 1.153
H 2.474 -1.025 5.535
H -4.439 2.713 -2.534
H 0.218 -2.386 1.687
H -3.152 2.032 -4.562
H -1.109 1.151 -5.597
H 0.595 -2.521 -2.637
H -4.479 2.943 -0.049
H 1.320 0.641 -5.343
H -2.621 2.098 1.266
H -3.914 0.723 4.128
H 0.260 -4.918 -2.575

Results
energy relative to the best compared isomer or geometry (same formula, charge and spin)	5.43	kJ/mol
HOMO energy (alpha / beta)	-19.3 / -19.3	eV
charge	+4
calculated total energy	-6547.8572	Eh
HOMO-LUMO gap (alpha / beta)	4.676 / 4.672	eV
M	867.8	g mol⁻¹

***

Computed, not measured: a cluster of 2 separate species, C3H3N in total in a non-equilibrium geometry, with ωB97M-V/def2-TZVPD.

Element x y z (Å)
N 1.338 -0.724 0.028
C -1.256 0.031 0.388
C -2.071 0.031 -0.490
C 2.215 0.010 0.120
H -2.835 0.309 -1.285
H 3.150 0.470 0.106
H -0.540 -0.128 1.133

Results
energy relative to the best compared isomer or geometry (same formula, charge and spin)	225.11	kJ/mol
HOMO energy	-10.2	eV
charge	0
calculated total energy	-170.7444	Eh
HOMO-LUMO gap	11.124	eV
M	53.1	g mol⁻¹
structure (SMILES)	C#C.C#N

***

Computed, not measured: a cluster of 2 separate species, C5H14N2O in total in a non-equilibrium geometry, with ωB97M-V/def2-TZVPD.

Element x y z (Å)
O -1.379 1.670 2.714
N -2.261 -1.684 0.422
N 1.228 1.849 -0.053
C 1.530 -0.044 -1.665
C 1.369 -1.169 -0.464
C 0.851 1.408 -1.388
C -0.018 -1.743 -0.253
C -1.113 -1.005 -0.077
H -2.329 -2.705 0.367
H -0.128 1.356 -1.562
H 0.408 2.078 0.553
H -3.055 -1.171 0.009
H 0.002 -2.802 -0.397
H -1.377 2.622 2.767
H 1.199 -0.414 -2.480
H 2.646 0.033 -1.828
H 1.953 -2.036 -0.876
H -0.615 1.390 3.222
H 1.339 2.156 -2.150
H -1.167 0.012 0.202
H 1.813 -0.841 0.598
H 1.861 1.121 0.368

Results
energy relative to the best compared isomer or geometry (same formula, charge and spin)	371.87	kJ/mol
HOMO energy	-8.0	eV
charge	0
calculated total energy	-383.5591	Eh
HOMO-LUMO gap	8.777	eV
M	118.2	g mol⁻¹
structure (SMILES)	N/C=C/CCCN.O

***

Computed, not measured: a cluster of 23 separate species, H46O23 in total in a non-equilibrium geometry, with ωB97M-V/def2-TZVPD.

Element x y z (Å)
O -0.457 0.740 3.072
O -0.823 -5.702 -0.551
O -2.020 -3.058 0.646
O -2.470 0.995 -2.999
O -3.073 1.641 4.879
O -0.288 3.234 0.590
O -1.383 -3.551 -1.904
O -2.974 2.696 2.412
O -0.490 6.035 0.300
O 3.692 1.083 -2.515
O 0.483 -1.610 -1.857
O -3.125 2.078 -0.323
O 0.658 -5.383 1.671
O 0.317 1.443 -2.186
O 1.096 2.870 4.701
O 2.223 -1.121 -4.100
O -0.217 -0.139 0.534
O 3.086 -3.446 -1.050
O -4.699 -2.422 0.228
O 1.900 4.605 -0.764
O 1.555 -2.736 0.981
O 1.907 -0.054 4.746
O 1.974 1.837 -4.788
H 1.404 -3.500 1.536
H -0.205 2.338 0.915
H -0.352 -5.312 0.186
H 0.549 -4.978 2.532
H 0.171 -0.722 -2.031
H -1.763 -3.111 -0.275
H 2.553 1.591 -4.067
H 0.447 -6.307 1.813
H -1.343 -3.899 -2.795
H 1.710 -0.350 -4.342
H 3.930 0.189 -2.761
H 1.017 -0.191 4.419
H -0.216 0.473 -0.202
H -3.102 3.633 2.261
H -3.136 2.291 1.560
H -5.099 -2.399 1.098
H -1.142 -4.954 -1.055
H 2.169 -3.041 0.313
H 2.432 1.542 -5.575
H -1.362 -2.491 1.047
H 2.550 4.842 -0.102
H -2.349 2.577 -0.578
H -0.113 0.125 2.423
H 3.018 -1.056 -4.629
H 0.039 5.335 -0.084
H 0.657 2.462 3.954
H 2.414 4.235 -1.482
H 3.183 -2.684 -1.621
H -3.467 1.861 4.035
H 0.433 -0.801 0.296
H -2.272 1.167 4.654
H 2.421 -0.753 4.342
H 1.132 -1.775 -2.541
H -0.945 -2.702 -1.958
H -1.147 1.215 2.609
H -0.142 6.142 1.185
H 0.835 2.337 5.452
H -3.832 -2.800 0.373
H -3.857 2.675 -0.484
H 4.120 1.221 -1.670
H 0.552 3.415 0.167
H 0.474 2.037 -2.920
H 1.191 1.175 -1.902
H 3.967 -3.609 -0.715
H -2.868 1.468 -2.268
H -1.528 1.053 -2.838

Results
energy relative to the best compared isomer or geometry (same formula, charge and spin)	343.51	kJ/mol
HOMO energy	-9.7	eV
charge	0
calculated total energy	-1758.0905	Eh
HOMO-LUMO gap	8.332	eV
M	414.3	g mol⁻¹